Record 1
C17H19NO6S | wB97M-V/def2-TZVPD

Each line ends with the Löwdin charge.
Positions of all 44 atoms, in Å:
C 6.545 2.517 -0.112  -0.0592
C 5.502 1.444 -0.014  -0.2961
C 5.817 0.125 -0.334  -0.0468
C 4.871 -0.872 -0.248  -0.0003
C 3.570 -0.580 0.164  -0.2616
O 2.713 -1.638 0.223  -0.0205
C 1.375 -1.383 0.580  -0.1607
C 0.561 -2.672 0.395  -0.3390
O 0.316 -2.950 -0.953  -0.0116
C -0.747 -2.608 1.220  -0.1673
N -1.479 -1.359 1.103  -0.1043
S -2.177 -1.058 -0.378  0.6980
O -2.963 -2.190 -0.745  -0.2561
O -1.214 -0.567 -1.341  -0.2766
C -3.252 0.319 0.012  -0.1973
C -4.606 0.117 0.178  -0.0325
C -5.437 1.208 0.383  -0.0510
C -4.907 2.489 0.395  -0.0530
C -3.548 2.690 0.214  0.0015
C -2.709 1.597 0.029  -0.1146
C -1.234 1.763 -0.113  -0.5045
O -0.436 1.284 0.658  0.0898
O -0.897 2.544 -1.124  0.1647
C 3.244 0.731 0.486  -0.0159
C 4.209 1.724 0.393  -0.0489
H 7.389 2.286 0.537  0.0789
H 6.921 2.591 -1.132  0.0788
H 6.139 3.482 0.179  0.0705
H 6.820 -0.117 -0.654  0.1135
H 5.111 -1.894 -0.496  0.1176
H 0.951 -0.601 -0.063  0.1102
H 1.324 -1.055 1.630  0.1449
H 1.158 -3.518 0.754  0.1560
H -0.131 -2.194 -1.365  0.0551
H -0.535 -2.770 2.279  0.1283
H -1.420 -3.389 0.860  0.1224
H -0.933 -0.550 1.380  0.0765
H -4.983 -0.892 0.129  0.1181
H -6.497 1.061 0.520  0.1108
H -5.555 3.339 0.539  0.1101
H -3.134 3.687 0.219  0.1252
H 0.069 2.593 -1.221  0.1496
H 2.251 0.995 0.816  0.0898
H 3.939 2.739 0.650  0.1076

Values from the calculation:
Charge: 0
Gap between HOMO and LUMO: 8.248 eV
Electronic energy: -1563.591223 a.u.
Structure (SMILES): Cc1ccc(OC[C@H](O)CNS(=O)(=O)c2ccccc2C(=O)O)cc1
Strongest force on any atom: 0.93 eV Å⁻¹
Energy relative to the best compared isomer or geometry (same formula, charge and spin): 6.4 kcal per mole


Record 2
C4H11PS4 | wB97M-V/def2-TZVPD

Each line ends with the Löwdin charge.
Positions of all 20 atoms, in Å:
C 0.233 0.642 -3.791  -0.5213
S 1.135 -0.793 -3.164  0.4519
P -0.007 -1.048 -1.307  -0.0500
S -2.008 -1.075 -1.854  0.3623
S -0.027 0.751 -0.361  0.3970
C 1.689 0.774 0.276  -0.4505
H 1.035 1.295 -4.189  0.0362
H -0.252 1.289 -3.031  0.0079
H -0.371 0.405 -4.554  -0.0270
H -2.552 -1.155 -0.712  -0.2672
H 2.290 1.690 -0.012  0.0519
H 2.130 -0.110 -0.170  -0.0167
H 1.618 0.839 1.417  0.0480
C -2.094 -1.243 2.494  -0.2180
C -1.924 0.164 2.723  -0.7413
S -2.964 1.288 2.098  0.6239
H -2.788 -1.405 1.790  0.0004
H -1.157 -1.673 2.021  0.1002
H -2.162 -1.811 3.477  0.1163
H -1.141 0.447 3.556  0.0961

Values from the calculation:
Charge: 0
Gap between HOMO and LUMO: 8.076 eV
Electronic energy: -2093.061228 a.u.
Structure (SMILES): CSP(S)SC.CC=S
Strongest force on any atom: 4.98 eV Å⁻¹
Energy relative to the best compared isomer or geometry (same formula, charge and spin): 24.4 kcal per mole


Record 3
C4H10N5O2 | wB97M-V/def2-TZVPD

Each line ends with the Löwdin charge.
Positions of all 21 atoms, in Å:
C -0.508 -2.088 -1.024  -0.6064
C 1.119 -0.044 1.440  -0.5109
C -1.009 2.733 0.163  0.0519
C 0.493 2.739 -0.005  -0.0259
N -1.224 -2.543 -2.043  0.2025
N 2.246 0.541 1.377  0.2212
N -0.851 -1.209 -0.155  0.0928
N -0.117 0.679 1.242  0.2537
N -0.106 1.801 0.772  -0.0769
O 0.719 -2.582 -0.999  0.1228
O 0.827 -1.290 1.674  0.0644
H -1.436 3.443 0.875  0.1446
H -1.644 2.390 -0.546  0.0981
H 0.844 2.579 -1.064  0.1697
H 1.171 3.362 0.537  0.1356
H -2.266 -2.493 -1.948  0.1614
H -0.735 -3.191 -2.571  0.0980
H 1.293 -2.033 -0.410  0.1316
H 3.032 -0.056 1.628  0.0920
H -1.842 -1.049 -0.241  0.0798
H -0.005 -1.689 1.297  0.1001

Values from the calculation:
Charge: +1
Gap between HOMO and LUMO: 7.970 eV
Electronic energy: -582.301980 a.u.
Strongest force on any atom: 4.74 eV Å⁻¹
Energy relative to the best compared isomer or geometry (same formula, charge and spin): 109.4 kcal per mole


Record 4
C20H24FN3O3S | wB97M-V/def2-TZVPD

Each line ends with the Löwdin charge.
Positions of all 52 atoms, in Å:
C 6.863 1.444 -0.247  -0.0461
C 5.386 1.589 -0.037  -0.2693
C 4.872 2.733 0.566  -0.0559
C 3.510 2.864 0.757  -0.0709
C 2.638 1.866 0.357  -0.0211
C 3.137 0.722 -0.255  -0.2598
N 2.320 -0.319 -0.711  -0.1558
C 0.894 -0.162 -0.877  -0.0981
C 0.165 -0.581 0.399  -0.4529
O 0.676 -0.383 1.491  0.0354
N -1.046 -1.147 0.265  -0.0309
C -1.653 -1.494 -1.006  -0.1144
C -3.084 -1.990 -0.754  -0.1364
N -3.780 -1.132 0.168  -0.0824
C -4.555 -0.078 -0.269  -0.1656
C -4.581 0.364 -1.597  -0.0254
C -5.402 1.398 -2.004  -0.0963
C -6.227 2.048 -1.104  -0.0980
C -6.235 1.631 0.216  -0.0173
C -5.425 0.588 0.609  -0.2035
F -5.515 0.189 1.907  0.0493
C -3.164 -1.079 1.488  -0.1184
C -1.736 -1.632 1.444  -0.1050
S 2.757 -1.894 -0.296  0.6596
C 3.283 -1.840 1.431  -0.0881
O 3.876 -2.298 -1.094  -0.2925
O 1.560 -2.679 -0.420  -0.2812
C 4.513 0.596 -0.447  -0.0009
H 7.098 0.475 -0.680  0.0765
H 7.394 1.546 0.698  0.0816
H 7.227 2.222 -0.917  0.0831
H 5.543 3.517 0.886  0.1106
H 3.116 3.750 1.233  0.1049
H 1.583 1.973 0.550  0.1053
H 0.669 0.878 -1.122  0.1442
H 0.612 -0.799 -1.715  0.1131
H -1.066 -2.275 -1.504  0.1297
H -1.685 -0.604 -1.643  0.1225
H -3.633 -2.052 -1.693  0.1233
H -3.059 -2.996 -0.324  0.1273
H -3.942 -0.101 -2.331  0.0973
H -5.385 1.706 -3.039  0.1024
H -6.860 2.860 -1.421  0.1003
H -6.876 2.093 0.951  0.1180
H -3.130 -0.041 1.827  0.1299
H -3.754 -1.656 2.210  0.1250
H -1.732 -2.726 1.445  0.1317
H -1.177 -1.287 2.315  0.1267
H 3.414 -2.867 1.747  0.0726
H 2.496 -1.351 1.991  0.0503
H 4.214 -1.293 1.485  0.0622
H 4.885 -0.294 -0.929  0.1033

Values from the calculation:
Charge: 0
Gap between HOMO and LUMO: 8.596 eV
Electronic energy: -1664.556636 a.u.
Structure (SMILES): Cc1cccc(N(CC(=O)N2CCN(c3ccccc3F)CC2)S(C)(=O)=O)c1
Strongest force on any atom: 1.04 eV Å⁻¹
Energy relative to the best compared isomer or geometry (same formula, charge and spin): 8.3 kcal per mole


Record 5
C30H31NO11P3Ti | wB97M-V/def2-TZVPD

Each line ends with the Löwdin charge.
Positions of all 77 atoms, in Å:
Ti 1.915 0.723 -0.134  1.0653
C -0.432 4.511 -1.427  -0.0580
C 0.487 3.623 -2.246  -0.5876
O 0.532 4.107 -3.591  -0.0555
P 2.211 3.678 -1.603  0.4964
O 3.122 3.101 -2.756  -0.1018
O 2.627 5.214 -1.582  -0.0821
O 2.370 3.046 -0.274  -0.2497
P 0.015 1.849 -2.203  0.3337
O -1.544 1.795 -2.553  -0.1253
O 0.883 1.179 -3.200  -0.2663
O 0.163 1.456 -0.733  -0.3884
H -0.091 5.547 -1.457  0.0803
H -0.453 4.174 -0.390  0.0921
H -1.440 4.455 -1.838  0.0846
H 0.907 3.386 -4.122  0.0861
H 3.282 2.135 -2.648  0.0739
H 2.786 5.546 -2.475  0.0940
H -1.933 1.021 -2.109  0.0269
C -3.922 -2.850 1.397  -0.0379
C -4.123 -2.614 -0.077  -0.2641
C -5.343 -3.013 -0.623  -0.0610
C -5.638 -2.864 -1.969  -0.0946
C -4.698 -2.297 -2.812  -0.0953
C -3.488 -1.877 -2.283  -0.1178
C -3.166 -2.026 -0.931  -0.3302
P -1.493 -1.324 -0.557  1.1528
C -1.561 -0.832 1.214  -0.3244
C -0.784 -1.467 2.181  -0.0912
C -0.840 -1.090 3.511  -0.0821
C -1.678 -0.057 3.895  -0.0803
C -2.442 0.591 2.940  -0.0519
C -2.390 0.229 1.598  -0.2892
C -3.233 0.980 0.606  -0.0453
C -0.406 -2.796 -0.472  -0.3256
C -0.937 -4.076 -0.318  -0.1006
C -0.132 -5.184 -0.116  -0.1042
C 1.244 -5.005 -0.065  -0.1000
C 1.785 -3.751 -0.274  -0.0567
C 0.997 -2.613 -0.519  -0.3004
C 1.677 -1.346 -0.870  -0.1807
H -4.699 -3.520 1.769  0.0749
H -3.968 -1.923 1.968  0.0806
H -2.955 -3.297 1.609  0.0714
H -6.078 -3.464 0.034  0.1036
H -6.597 -3.190 -2.352  0.0969
H -4.904 -2.171 -3.867  0.0981
H -2.757 -1.417 -2.939  0.0925
H -0.122 -2.270 1.889  0.1043
H -0.213 -1.587 4.240  0.1049
H -1.714 0.265 4.928  0.1016
H -3.083 1.415 3.233  0.1046
H -3.953 0.332 0.097  0.0747
H -2.599 1.447 -0.149  0.0557
H -3.789 1.775 1.103  0.0776
H -2.010 -4.210 -0.353  0.0897
H -0.573 -6.166 0.005  0.0923
H 1.901 -5.850 0.103  0.0954
H 2.863 -3.633 -0.287  0.1073
H 1.237 -0.950 -1.799  0.0457
H 2.714 -1.583 -1.124  0.0519
O 5.706 1.155 -1.722  0.0870
C 4.780 1.007 -0.955  -0.5426
O 3.539 0.744 -1.320  -0.1895
C 4.869 1.227 0.535  -0.1425
C 5.715 2.134 1.132  -0.0235
C 5.454 2.544 2.457  -0.0753
C 4.295 2.186 3.113  0.0038
C 3.401 1.325 2.450  -0.1966
C 3.780 0.732 1.249  -0.1093
N 2.066 1.210 2.753  -0.3004
O 1.534 1.506 3.836  -0.0435
O 1.315 0.794 1.710  -0.1596
H 6.524 2.570 0.561  0.1126
H 6.131 3.239 2.937  0.0946
H 4.023 2.603 4.072  0.1079
H 3.329 -0.241 0.969  0.1151

Values from the calculation:
Charge: -1
Gap between HOMO and LUMO (alpha / beta): 5.738 / 5.769 eV
Electronic energy: -3918.039910 a.u.
Strongest force on any atom: 2.10 eV Å⁻¹